# 1
This record from OMol25 describes a 2-piece molecular cluster, C7H12N4O overall in a non-equilibrium geometry. The level of theory is ωB97M-V/def2-TZVPD.

Each line ends with the Mulliken charge.
CARTESIAN COORDINATES (ANGSTROEM)
1 C -2.0255 3.2107 -3.0256  -0.9169
2 C -0.9958 2.2936 -2.4107  0.6332
3 N -0.2553 2.5531 -1.3047  -0.5797
4 C 0.5593 1.4949 -1.2783  -0.2546
5 N 0.2607 0.6709 -2.2724  0.2893
6 N -0.7566 1.1454 -3.0025  -0.7471
7 H -1.7462 3.4356 -4.0731  0.2443
8 H -2.9803 2.6553 -3.0946  0.2513
9 H -2.1492 4.1540 -2.5015  0.3041
10 H 1.3334 1.2971 -0.5504  0.5431
11 H 0.6393 -0.2266 -2.5131  0.2265
12 C -1.2461 -0.3930 2.1141  -1.1424
13 C 0.1148 -0.8486 1.6584  0.1890
14 C 0.6616 -2.0315 1.9497  -0.3660
15 N 2.0523 -2.2852 1.9170  -0.1620
16 C 2.4915 -3.5623 2.0539  0.0544
17 O 1.7870 -4.5395 1.8902  -0.5446
18 H -2.1017 -0.9266 1.6278  0.2717
19 H -1.4147 -0.5783 3.2051  0.3092
20 H -1.3372 0.6864 1.8945  0.3322
21 H 0.7212 -0.0822 1.1762  0.1226
22 H 0.1175 -2.9386 2.2367  0.3394
23 H 2.6907 -1.5483 2.1487  0.2679
24 H 3.5794 -3.6363 2.1547  0.3351

Values from the calculation:
* energy above the lowest of the compared OMol25 structures with the same formula, charge and spin: 9.60 kcal/mol
* lowest unoccupied orbital energy: 0.55 eV
* gap between HOMO and LUMO: 9.4 eV
* HOMO: -8.89 eV

# 2
This record from OMol25 describes a 6-piece molecular cluster, C38H66BFN2O11P overall in a non-equilibrium geometry. The level of theory is ωB97M-V/def2-TZVPD.

Each line ends with the Mulliken charge.
CARTESIAN COORDINATES (ANGSTROEM)
1 C -0.6973 -3.5728 -1.3494  -0.4759
2 C -1.1136 -2.8471 -0.4986  -1.5685
3 C -1.4661 -1.6475 0.2625  1.7367
4 O -2.1154 -2.0801 1.4457  -0.3342
5 C -1.7756 -3.3182 2.0167  -0.4029
6 O -2.6178 -4.1537 2.0862  -0.4952
7 C -0.4360 -3.5046 2.6443  0.7460
8 C -0.0928 -2.8728 3.8329  0.0029
9 C 1.1509 -3.0601 4.3829  -0.3902
10 C 2.0962 -3.8528 3.7564  -0.5544
11 C 1.7587 -4.4915 2.5739  -0.7932
12 C 0.4960 -4.3221 2.0337  -0.2238
13 N -0.1914 -0.8734 0.5513  0.9463
14 C -0.1135 -0.2837 1.9367  2.0851
15 C -1.3231 0.4987 2.4339  -1.8239
16 C 1.2603 0.2711 2.3465  -1.1418
17 C 1.3957 1.7977 2.4382  0.1731
18 C 1.4720 2.2426 3.9173  -1.8504
19 C 0.1510 -0.1202 -0.7094  -0.0083
20 C 1.6395 0.0921 -1.0316  -0.4040
21 C 2.6539 1.0726 -0.4525  -0.0807
22 O 2.5737 2.2716 -0.4281  -0.3344
23 C 3.9951 0.4487 -0.0977  0.3822
24 C 4.7408 -0.0411 -1.1621  -0.6318
25 C 5.9786 -0.5949 -0.9422  -0.7100
26 C 6.5072 -0.6879 0.3311  -0.6219
27 C 5.7590 -0.2186 1.3949  -0.8935
28 C 4.5153 0.3458 1.1794  0.1867
29 C -0.8725 0.9525 -1.1146  0.5940
30 C -0.7115 2.2925 -0.3825  1.1984
31 C -1.1035 3.6320 -1.0197  -1.8031
32 C 0.0528 4.5213 -1.4996  0.5087
33 C 0.9169 5.0091 -0.3109  -1.3483
34 C 0.9218 3.9111 -2.5991  -1.2577
35 B -1.0258 0.9622 -2.7245  0.7411
36 O -1.2031 2.0889 -3.4608  -1.0823
37 O -1.1450 -0.2418 -3.4192  -0.2125
38 C 0.0083 -0.7928 -4.0466  0.4523
39 C 0.8088 0.1420 -4.9676  -1.1330
40 O -2.2438 0.5035 -0.7528  -0.0103
41 C -2.5318 -0.7918 -0.5381  0.2278
42 F -2.8332 -1.5155 -1.6664  -0.2715
43 P -4.2378 -0.8056 0.3439  0.4822
44 N -5.2237 0.1335 -0.4089  -0.9242
45 H -0.3351 -4.1696 -2.1536  0.7074
46 H -0.8225 -2.2469 4.3317  0.2483
47 H 1.4195 -2.5955 5.3198  0.5560
48 H 3.0876 -3.9976 4.1530  0.4716
49 H 2.4568 -5.1216 2.0469  0.4504
50 H 0.2465 -4.8484 1.1248  0.5809
51 H 0.5060 -1.6272 0.5564  1.0362
52 H -0.1359 -1.1687 2.5559  -1.0006
53 H -1.8257 -0.0402 3.2324  0.2527
54 H -1.1107 1.4881 2.8245  0.4256
55 H -2.0937 0.6275 1.6803  -0.0466
56 H 1.9967 -0.2193 1.7023  0.2635
57 H 1.4863 -0.1140 3.3361  0.7953
58 H 2.2940 2.1907 1.9765  0.6338
59 H 0.5622 2.3488 2.0146  -0.2792
60 H 1.8251 3.2689 3.9566  0.4514
61 H 0.4768 2.2119 4.3565  0.3378
62 H 2.1457 1.6121 4.4927  0.4979
63 H -0.0572 -0.8743 -1.4706  -0.3919
64 H 1.6580 0.2758 -2.1080  -0.2908
65 H 2.0882 -0.9006 -0.9636  0.7685
66 H 4.3330 0.0129 -2.1627  0.4837
67 H 6.5573 -0.9744 -1.7729  0.4151
68 H 7.4752 -1.1163 0.5363  0.4219
69 H 6.1285 -0.2665 2.4067  0.4673
70 H 3.9688 0.6886 2.0444  0.3117
71 H 0.3070 2.3730 -0.0060  -0.8684
72 H -1.3175 2.2124 0.5162  -0.4212
73 H -1.5516 4.2385 -0.2294  0.6226
74 H -1.8967 3.5769 -1.7545  0.3649
75 H -0.4294 5.3977 -1.9287  0.8010
76 H 1.9688 4.8347 -0.4950  0.2838
77 H 0.8158 6.0896 -0.2267  0.4146
78 H 0.6107 4.5838 0.6429  0.0942
79 H 0.4957 4.0223 -3.5918  0.2726
80 H 1.9238 4.3284 -2.6315  0.5388
81 H 1.0558 2.8379 -2.4532  0.0228
82 H -1.8597 1.9394 -4.1519  0.2893
83 H 0.7115 -1.2602 -3.3485  -0.0213
84 H -0.3449 -1.6286 -4.6407  0.4347
85 H 0.2370 0.9654 -5.3719  -0.0768
86 H 1.1681 -0.4465 -5.8086  0.5200
87 H 1.7045 0.4881 -4.4554  0.1573
88 H -4.1308 -0.4337 1.6953  0.0291
89 H -4.6472 -2.1495 0.2741  0.0116
90 H -5.5960 0.8593 0.1884  0.2591
91 C -0.3955 2.8435 -8.0952  -0.5630
92 O 0.3179 3.3798 -6.9834  -0.4785
93 H -0.0892 3.3917 -8.9813  0.2452
94 H -0.1608 1.7841 -8.2344  0.2616
95 H -1.4738 2.9618 -7.9599  0.2530
96 H 0.0428 2.8955 -6.2012  0.2921
97 C -6.6138 -4.3109 -1.6634  -0.5420
98 O -6.2271 -3.3855 -2.6737  -0.5339
99 H -7.3925 -4.9557 -2.0609  0.2713
100 H -5.7589 -4.9270 -1.3685  0.2410
101 H -7.0064 -3.7782 -0.7926  0.2394
102 H -5.5401 -2.8310 -2.2952  0.3234
103 C -2.9314 3.7563 4.9483  -0.7038
104 O -1.7891 3.4589 4.1409  -0.3439
105 H -3.3594 2.8136 5.2786  0.2388
106 H -2.6428 4.3420 5.8228  0.2704
107 H -3.6789 4.3052 4.3725  0.2925
108 H -1.4138 4.2958 3.8522  0.2450
109 C -2.5682 -3.7844 -4.6469  -0.3897
110 O -1.1693 -3.8757 -4.9463  -0.5084
111 H -2.6781 -3.7190 -3.5673  -0.0250
112 H -2.9989 -2.8918 -5.1043  0.2556
113 H -3.0909 -4.6717 -5.0068  0.3879
114 H -1.0788 -3.9374 -5.9011  0.2682
115 C 3.7263 -1.2198 7.4369  -0.5572
116 O 2.3042 -1.1050 7.4580  -0.4881
117 H 4.0228 -1.5095 6.4313  0.1718
118 H 4.1961 -0.2655 7.6850  0.2936
119 H 4.0644 -1.9829 8.1413  0.3231
120 H 2.0485 -0.8495 8.3485  0.2811

Values from the calculation:
* lowest unoccupied orbital energy: -2.32 eV
* gap between HOMO and LUMO: 8.8 eV
* total charge: +1
* HOMO: -11.11 eV

# 3
This record from OMol25 describes C28H24N3ScSe as an isolated structure. The level of theory is ωB97M-V/def2-TZVPD.

Each line ends with the Mulliken charge.
CARTESIAN COORDINATES (ANGSTROEM)
1 Sc -0.3856 -0.5749 0.2763  -0.2726
2 C 1.9557 1.2698 4.4399  -1.7916
3 C 1.5616 1.7733 3.0810  0.9039
4 C 2.1195 1.2378 1.9262  -0.1849
5 C 1.6674 1.6340 0.6716  -1.0360
6 C 0.6790 2.6022 0.5544  -0.3064
7 C 0.1389 3.1666 1.7034  -0.6258
8 C 0.5753 2.7465 2.9474  -0.3748
9 H 2.2186 2.0833 5.1167  0.5257
10 H 2.8085 0.5929 4.3791  0.3367
11 H 1.1228 0.7217 4.8862  0.2975
12 H 2.8939 0.4842 2.0042  0.4838
13 H 2.0891 1.1989 -0.2224  0.5685
14 H 0.3291 2.9041 -0.4245  0.5240
15 H -0.6389 3.9152 1.6290  0.4260
16 H 0.1219 3.1619 3.8394  0.3914
17 C -3.7476 2.4994 -0.5588  -0.9011
18 C -3.4866 3.0164 -1.8131  -0.4799
19 C -2.4204 2.5098 -2.5416  -0.8575
20 C -1.6536 1.5039 -1.9784  0.3427
21 N -1.8950 1.0122 -0.7563  0.6079
22 C -2.9297 1.4955 -0.0591  -0.3044
23 C -0.4803 0.9224 -2.6848  0.7040
24 C -0.3979 0.8686 -4.0704  -0.9401
25 C 0.7148 0.2867 -4.6487  -0.6381
26 C 1.7129 -0.2233 -3.8337  -1.1548
27 C 1.5406 -0.1377 -2.4647  0.0330
28 N 0.4737 0.4258 -1.8984  0.5333
29 H -4.5694 2.8596 0.0436  0.4431
30 H -4.0999 3.8079 -2.2235  0.4312
31 H -2.1752 2.9029 -3.5180  0.4462
32 H -3.0479 1.0348 0.9179  0.3230
33 H -1.2061 1.2440 -4.6819  0.4327
34 H 0.7977 0.2167 -5.7253  0.4200
35 H 2.5953 -0.6993 -4.2351  0.4383
36 H 2.2806 -0.5568 -1.7917  0.4400
37 C 2.7227 -2.9342 2.6529  -1.1823
38 C 3.0991 -3.9414 1.7750  -0.3967
39 C 2.5304 -3.9963 0.5183  -0.9931
40 C 1.6005 -3.0266 0.1427  0.8680
41 N 1.2818 -2.0297 0.9855  0.5814
42 C 1.8025 -2.0038 2.2175  -0.4864
43 C 0.8458 -3.0648 -1.1407  1.3326
44 C 1.2839 -3.8543 -2.2088  -0.8224
45 C 0.5374 -3.9114 -3.3731  -0.6805
46 C -0.6524 -3.1917 -3.4626  -0.8254
47 C -1.0597 -2.3964 -2.3994  0.0100
48 C -0.3220 -2.2954 -1.2132  -0.4165
49 H 3.1093 -2.8797 3.6604  0.4309
50 H 3.8116 -4.6977 2.0788  0.4107
51 H 2.7698 -4.8038 -0.1574  0.3604
52 H 1.4162 -1.2166 2.8526  0.8554
53 H 2.2060 -4.4207 -2.1501  0.3004
54 H 0.8747 -4.5205 -4.2022  0.4037
55 H -1.2529 -3.2498 -4.3634  0.4251
56 H -1.9835 -1.8327 -2.5118  0.4398
57 Se -1.6291 -0.6230 2.3245  -0.7997

Values from the calculation:
* energy above the lowest of the compared OMol25 structures with the same formula, charge and spin: 5.73 kcal/mol
* lowest unoccupied orbital energy: -0.45 eV
* gap between HOMO and LUMO: 5.7 eV
* HOMO: -6.14 eV